Here is an isolated molecule of C30H26N2O5 from the OMol25 dataset. Energies are from ωB97M-V/def2-TZVPD.

- Kohn-Sham gap: 7.2 eV
- Calculated total energy: -44751.4481 eV
- SMILES string: COc1ccc(N(CCCN2C(=O)c3cccc4cccc(c34)C2=O)C(=O)c2cccc(OC)c2)cc1

Geometry as XYZ:
```
63
Properties=species:S:1:pos:R:3:lowdin_charge:R:1
C -3.669 -3.463 3.045 -0.090
O -4.261 -2.190 2.963 -0.082
C -3.575 -1.191 2.345 -0.272
C -2.301 -1.313 1.802 -0.002
C -1.698 -0.228 1.189 -0.010
C -2.353 0.991 1.110 -0.234
N -1.755 2.119 0.483 -0.006
C -0.856 2.943 1.268 -0.122
C 0.550 2.343 1.340 -0.123
C 1.177 2.273 -0.053 -0.110
N 2.323 1.372 -0.090 0.071
C 3.544 1.901 0.307 -0.349
O 3.625 3.049 0.689 0.107
C 4.705 0.998 0.228 -0.061
C 5.959 1.461 0.572 0.016
C 7.069 0.615 0.495 -0.053
C 6.928 -0.684 0.079 -0.012
C 5.662 -1.193 -0.279 -0.150
C 5.468 -2.521 -0.713 -0.011
C 4.219 -2.974 -1.051 -0.054
C 3.111 -2.125 -0.972 0.014
C 3.262 -0.819 -0.553 -0.059
C 4.538 -0.333 -0.201 -0.052
C 2.091 0.068 -0.477 -0.336
O 0.966 -0.317 -0.743 0.065
C -2.117 2.509 -0.768 -0.420
O -1.752 3.559 -1.263 0.082
C -2.963 1.505 -1.483 -0.138
C -4.277 1.785 -1.819 -0.031
C -5.028 0.824 -2.478 -0.071
C -4.476 -0.397 -2.802 -0.004
C -3.145 -0.675 -2.482 -0.256
O -2.684 -1.905 -2.838 -0.079
C -1.354 -2.234 -2.510 -0.085
C -2.388 0.286 -1.826 0.039
C -3.627 1.115 1.657 0.005
C -4.233 0.039 2.265 0.011
H -4.394 -4.093 3.557 0.093
H -3.469 -3.878 2.051 0.095
H -2.740 -3.439 3.624 0.095
H -1.768 -2.251 1.841 0.104
H -0.723 -0.347 0.745 0.090
H -1.263 3.055 2.277 0.132
H -0.817 3.920 0.779 0.127
H 1.173 2.956 1.992 0.117
H 0.492 1.339 1.767 0.111
H 1.515 3.263 -0.362 0.139
H 0.449 1.898 -0.773 0.115
H 6.063 2.485 0.897 0.123
H 8.043 0.995 0.766 0.108
H 7.786 -1.337 0.019 0.116
H 6.323 -3.178 -0.774 0.116
H 4.081 -3.992 -1.383 0.107
H 2.125 -2.475 -1.240 0.118
H -4.705 2.742 -1.564 0.117
H -6.056 1.031 -2.739 0.104
H -5.051 -1.156 -3.309 0.116
H -1.210 -3.256 -2.860 0.093
H -0.639 -1.574 -3.011 0.097
H -1.182 -2.187 -1.431 0.085
H -1.354 0.105 -1.582 0.094
H -4.142 2.062 1.591 0.126
H -5.222 0.119 2.686 0.119
```